Entry from the Open Molecules 2025 dataset: the molecule C27H28N4O5 (ωB97M-V with the def2-TZVPD basis set).

```
64
Properties=species:S:1:pos:R:3:lowdin_charge:R:1
C -8.0268 -2.3104 0.8350 -0.058
C -6.6213 -1.9443 0.4655 -0.291
C -5.6072 -1.9623 1.4159 -0.050
C -4.3082 -1.6461 1.0729 -0.020
C -3.9909 -1.3026 -0.2392 -0.215
C -4.9973 -1.2814 -1.1988 -0.005
C -6.2934 -1.6002 -0.8397 -0.040
H -7.0674 -1.5798 -1.5934 0.112
H -4.7607 -1.0159 -2.2154 0.099
N -2.6563 -0.9925 -0.5213 0.144
C -2.0999 -0.6103 -1.6905 -0.431
O -2.6632 -0.4825 -2.7564 0.071
C -0.5980 -0.3236 -1.5208 -0.032
N -0.3676 0.8587 -0.7102 0.047
C -0.1416 0.6501 0.6231 -0.436
O -0.3812 -0.4345 1.1371 0.057
N 0.3270 1.7030 1.3682 0.089
C 0.5640 2.9801 0.8767 -0.375
O 1.0227 3.8490 1.5922 0.081
C 0.1893 3.1777 -0.5185 -0.058
C 0.2987 4.4515 -1.0789 -0.001
C -0.0761 4.6713 -2.3844 -0.074
C -0.5822 3.6161 -3.1361 -0.058
C -0.6919 2.3491 -2.6022 0.008
C -0.2863 2.1085 -1.2870 -0.125
H -1.1205 1.5603 -3.1982 0.103
H -0.9015 3.7875 -4.1532 0.109
H 0.0094 5.6550 -2.8191 0.103
H 0.6780 5.2456 -0.4541 0.121
C 0.5636 1.4513 2.7850 -0.106
H 0.7528 2.4249 3.2412 0.126
C 1.7200 0.4911 3.0679 -0.165
H 1.6222 0.1784 4.1099 0.118
C 3.1181 1.0833 2.8824 -0.180
H 3.2037 1.9920 3.4817 0.117
H 3.8402 0.3636 3.2779 0.103
C 3.4791 1.4344 1.4337 -0.090
C 3.1087 0.3576 0.4314 -0.482
O 2.3842 0.5599 -0.5244 0.071
N 3.6414 -0.8557 0.6903 0.090
H 4.2788 -0.9682 1.4620 0.147
C 3.4431 -1.9994 -0.1801 -0.083
C 4.7209 -2.4230 -0.8241 -0.265
C 5.3474 -1.9985 -1.9587 -0.018
C 6.5569 -2.7308 -2.0412 -0.062
C 6.5769 -3.5411 -0.9498 -0.124
O 5.4739 -3.3607 -0.2044 0.044
H 7.2888 -4.2641 -0.6048 0.118
H 7.3013 -2.6615 -2.8072 0.100
H 4.9876 -1.2611 -2.6462 0.113
H 3.0301 -2.8319 0.3988 0.135
H 2.7269 -1.6821 -0.9417 0.125
H 2.9788 2.3542 1.1344 0.104
H 4.5560 1.6098 1.3644 0.126
H 1.5986 -0.3963 2.4459 0.098
H -0.3542 1.0218 3.1971 0.132
H -0.1304 -0.1864 -2.4957 0.136
H -0.1234 -1.1662 -1.0107 0.133
H -2.0229 -1.0463 0.2761 0.110
H -3.5277 -1.6615 1.8208 0.112
H -5.8383 -2.2264 2.4381 0.110
H -8.7421 -1.7809 0.2100 0.075
H -8.2276 -2.0771 1.8781 0.074
H -8.1833 -3.3804 0.6927 0.082
```

Calculated values
LUMO energy, Eh: 0.0166
ΔE to the lowest compared entry with this formula, charge and spin, kcal/mol: 8.9
Highest occupied orbital energy, eV: -8.1
Multiplicity: 1
Structure (SMILES): Cc1ccc(NC(=O)Cn2c(=O)n(CCCCC(=O)NCc3ccco3)c(=O)c3ccccc32)cc1